No. 1
94
Properties=species:S:1:pos:R:3:lowdin_charge:R:1 method="wB97M-V/def2-TZVPD" de_lowest_kcal_mol=11.6 total_charge=+2 orbital_gap_ev=8.21 lumo_energy_ev=-4.569 energy_ha=-5774.1972
Ca -0.382 -0.808 0.546 1.11
C -3.628 -1.076 -0.876 -0.05
C -3.040 0.313 -0.708 -0.22
C -2.505 0.979 -1.826 -0.19
C -2.471 0.330 -3.191 -0.06
C -2.131 2.323 -1.723 -0.19
C -1.525 3.026 -2.915 -0.03
C -2.361 3.024 -0.535 -0.19
C -2.142 4.518 -0.485 -0.02
C -2.820 2.349 0.601 -0.19
C -2.937 3.093 1.911 -0.03
C -3.168 0.993 0.515 -0.20
C -3.790 0.297 1.711 -0.03
H -4.400 -1.068 -1.648 0.10
H -4.108 -1.420 0.034 0.05
H -2.890 -1.825 -1.183 0.05
H -1.449 0.204 -3.551 0.05
H -2.991 0.955 -3.918 0.10
H -2.947 -0.646 -3.198 0.05
H -2.287 3.541 -3.505 0.11
H -1.019 2.329 -3.580 0.07
H -0.794 3.772 -2.607 0.08
H -1.186 4.778 -0.020 0.08
H -2.926 5.002 0.095 0.09
H -2.158 4.960 -1.477 0.08
H -3.969 3.389 2.115 0.11
H -2.332 3.995 1.911 0.07
H -2.597 2.483 2.747 0.07
H -3.213 -0.571 2.042 0.05
H -4.797 -0.053 1.478 0.10
H -3.883 0.961 2.563 0.07
O -2.178 -5.728 4.578 0.14
C -1.986 -4.728 3.726 -0.29
C -2.923 -4.302 2.782 0.04
C -2.601 -3.250 1.960 -0.11
N -1.427 -2.593 2.004 -0.08
C -0.557 -3.040 2.906 -0.70
Br 1.114 -2.130 2.923 0.85
C -0.754 -4.073 3.784 -0.01
H -3.050 -6.131 4.482 0.14
H -3.887 -4.785 2.693 0.13
H -3.312 -2.908 1.221 0.10
H 0.000 -4.381 4.494 0.13
C 5.491 -0.374 0.544 -0.17
N 4.756 0.818 0.970 -0.14
C 4.823 1.815 -0.100 -0.17
N 4.333 1.324 -1.388 -0.14
C 5.079 0.116 -1.744 -0.17
N 5.016 -0.928 -0.724 -0.14
C 3.680 -1.490 -0.608 -0.32
P 2.417 -0.211 -0.104 0.94
C 3.382 0.506 1.329 -0.33
C 2.900 1.084 -1.361 -0.32
H 5.421 -1.138 1.320 0.13
H 6.539 -0.102 0.424 0.14
H 5.866 2.109 -0.224 0.14
H 4.248 2.696 0.193 0.13
H 6.124 0.393 -1.884 0.14
H 4.698 -0.277 -2.688 0.13
H 3.686 -2.291 0.136 0.09
H 3.374 -1.920 -1.563 0.07
H 3.380 -0.208 2.157 0.07
H 2.877 1.410 1.678 0.07
H 2.382 2.017 -1.127 0.08
H 2.563 0.755 -2.347 0.09
C -1.976 -3.328 -3.858 -0.08
O -0.852 -3.437 -2.962 -0.31
P -0.203 -2.162 -2.238 0.78
O 1.270 -2.124 -2.884 -0.36
C 1.396 -1.900 -4.301 -0.08
O 0.191 -2.815 -0.788 -0.52
C 0.942 -4.049 -0.655 -0.06
H -2.091 -4.298 -4.330 0.10
H -1.798 -2.574 -4.625 0.09
H -2.885 -3.086 -3.308 0.08
H 2.442 -1.686 -4.498 0.09
H 0.791 -1.047 -4.621 0.08
H 1.097 -2.791 -4.849 0.09
H 1.127 -4.192 0.406 0.08
H 1.883 -3.969 -1.194 0.09
H 0.353 -4.874 -1.048 0.10
N 1.520 4.805 3.440 0.17
C 1.014 3.682 2.901 -0.30
C 0.609 2.597 3.699 0.00
C 0.110 1.470 3.097 -0.17
N -0.037 1.323 1.769 -0.08
C 0.342 2.368 1.011 -0.20
C 0.869 3.532 1.508 -0.01
H 1.607 4.911 4.435 0.12
H 1.788 5.584 2.865 0.12
H 0.690 2.645 4.776 0.12
H -0.198 0.633 3.713 0.10
H 0.208 2.256 -0.060 0.10
H 1.163 4.328 0.836 0.12

No. 2
10
Properties=species:S:1:pos:R:3:lowdin_charge:R:1 method="wB97M-V/def2-TZVPD" de_lowest_kcal_mol=58.8 orbital_gap_ev="8.75 / 6.20" lumo_energy_ev="-1.112 / -2.252" energy_ha=-2354.3391
C -0.095 0.446 0.190 -0.59
C 1.338 0.963 -0.045 -1.33
C 2.394 0.018 0.093 -1.33
S -1.605 1.740 0.208 0.52
Cl 1.404 1.819 -1.594 0.62
Cl 1.736 2.173 1.286 0.58
Cl 2.539 -0.992 1.400 0.71
Cl 3.333 -0.464 -1.229 0.66
H -0.554 -0.186 -0.639 0.07
H -0.237 -0.018 1.278 0.10

No. 3
40
Properties=species:S:1:pos:R:3:lowdin_charge:R:1 method="wB97M-V/def2-TZVPD" de_lowest_kcal_mol=296.9 orbital_gap_ev=8.21 lumo_energy_ev=-0.319 energy_ha=-2035.8685
C -1.915 -2.533 -1.997 -0.16
H -2.862 -2.702 -2.286 0.06
H -1.445 -3.099 -1.329 0.05
H -1.322 -2.686 -3.009 0.16
S -1.760 -0.998 -1.691 0.62
O -2.282 -0.040 -2.538 -0.24
O -0.537 -0.748 -0.882 -0.28
N -2.960 -0.728 -0.438 -0.19
C -3.473 0.627 -0.204 -0.19
C -2.275 1.435 0.476 -0.14
H -2.798 2.634 0.818 0.19
H -1.710 1.765 -0.425 0.09
C -1.597 0.592 1.559 -0.26
C -0.147 0.432 1.447 -0.64
O 0.260 -0.724 1.682 0.02
N 0.519 1.281 0.939 0.13
C 1.874 1.010 0.290 -0.15
C 2.565 -0.040 0.429 0.09
C 3.948 0.048 -0.330 -0.10
C 4.331 1.058 -0.865 -0.15
C 3.562 2.162 -1.190 -0.03
C 2.249 2.337 -0.343 -0.49
Cl 1.434 3.809 -0.619 0.74
H 3.923 3.057 -1.485 0.04
H 5.328 1.112 -1.692 0.22
C 4.736 -1.292 -0.115 -0.44
F 5.317 -1.530 1.072 0.13
F 5.633 -1.292 -1.082 0.15
F 3.830 -2.466 -0.035 0.01
H 2.238 -0.863 0.966 0.10
H 0.146 2.299 0.529 0.16
C -2.442 -0.492 1.971 -0.26
C -2.518 -1.386 0.934 -0.20
H -3.320 -2.323 1.115 0.17
H -1.619 -1.976 0.745 0.10
H -1.833 -0.776 2.934 0.18
H -3.364 -0.165 2.300 0.10
H -1.566 1.484 2.789 0.25
H -4.319 0.603 0.551 0.13
H -3.830 1.111 -0.992 0.05

no.,F_max (eV/A)
1,0.55
2,3.45
3,16.44